24
Properties=species:S:1:pos:R:3 method="wB97M-V/def2-TZVPD" e_tot_ha=-455.4158 total_charge=+2 gap_ev=10.5 homo_energy_ev=-18.294 lumo_energy_ev=-7.78 smiles="CN1CC[C@H](C(N)=[NH2+])C1=[NH2+]" e_above_lowest_kcal_mol=33.28
N 0.75339 -1.98994 0.22849
N 2.80092 0.49615 -1.51738
N -0.97782 -0.54932 0.99163
N 0.61360 0.70870 -2.42682
C 1.46972 0.57046 -1.42812
C -0.37556 1.56183 0.04757
C 0.92934 0.60613 -0.07060
C -2.05532 -1.36810 1.64856
C 0.10293 -0.85941 0.40050
C -1.27638 0.88550 1.06574
H -1.89959 -1.28991 2.66400
H 3.17930 0.50627 -2.50259
H -0.82875 1.06126 2.02168
H -0.82180 1.65609 -0.90770
H -2.33546 1.26455 1.02941
H -2.94262 -0.69255 1.56224
H 1.05831 0.54950 -3.28895
H -0.25174 2.51499 0.46091
H -2.18750 -2.22167 1.05434
H 3.46067 0.42129 -0.80597
H 1.61875 0.73581 0.75063
H 1.61239 -1.80021 -0.19019
H 0.46528 -2.82551 0.62458
H -0.33887 0.77262 -2.40626

***

24
Properties=species:S:1:pos:R:3 method="wB97M-V/def2-TZVPD" e_tot_ha=-455.2591 total_charge=+2 gap_ev=8.9 homo_energy_ev=-17.731 lumo_energy_ev=-8.82 smiles=CN[n+]1c[nH][n+](C(C)C)c1 e_above_lowest_kcal_mol=131.60
N 0.25272 0.64666 -0.88381
N -1.75924 -2.15363 -1.21042
N 0.39213 0.05562 0.34987
N -1.04235 -1.10422 -0.83757
C -2.61613 -2.12654 -2.40215
C -0.45116 -0.95224 0.40844
C 0.32480 1.88988 1.97385
C -0.70709 -0.00019 -1.55983
C 2.62492 0.82022 1.14208
C 1.13548 0.67583 1.57650
H -1.87610 -2.16044 -3.32096
H -3.11943 -3.00446 -2.39113
H 2.55385 1.60606 0.45061
H 0.95400 1.30914 -1.18482
H -0.72049 1.51788 1.98751
H 0.56943 2.81695 1.27645
H -1.08242 0.24540 -2.45082
H 1.24478 -0.11869 2.47020
H 3.05833 0.01491 0.70914
H -3.07112 -1.21184 -2.45118
H 0.78250 2.25847 2.91845
H -0.57636 -1.50200 1.38255
H -1.84560 -3.01699 -0.69514
H 3.09024 1.08833 2.03552

***

25
Properties=species:S:1:pos:R:3 method="wB97M-V/def2-TZVPD" e_tot_ha=-510.3069 total_charge=+1 gap_ev="8.1 / 8.1" homo_energy_ev="-13.129 / -13.129" lumo_energy_ev="-5.01 / -5.01" e_above_lowest_kcal_mol=195.28
N 0.37423 -0.19479 -3.82021
N 0.78710 -1.99082 -0.85346
N 0.79607 -0.77377 -2.84091
N 0.40267 -2.00595 0.28987
N 1.32029 0.60667 -0.21856
C -0.03796 1.60633 1.63347
C -1.40339 -1.38252 1.40073
C -0.05049 -0.89698 1.12049
C 0.09202 0.49187 0.59148
C 1.31767 -0.96878 -1.65755
C -1.09776 0.95334 -0.34554
H -2.13140 -1.29601 0.62967
H -1.81054 1.36283 0.21598
H -1.71299 -1.07454 2.39810
H -0.68469 1.71508 -0.90785
H 2.12199 0.27407 0.30188
H -0.81520 1.36273 2.18351
H 1.60170 1.55021 -0.58248
H 0.82104 1.63095 2.33134
H 0.47774 -1.21776 2.12032
H 2.36084 -1.08529 -1.54485
H -1.52837 0.28971 -1.02809
H 0.29880 0.85153 -3.99819
H -1.42234 -2.43417 1.41716
H -0.07700 2.62606 1.16367

***

29
Properties=species:S:1:pos:R:3 method="wB97M-V/def2-TZVPD" e_tot_ha=-811.2514 total_charge=+1 gap_ev="7.5 / 7.6" homo_energy_ev="-11.336 / -11.420" lumo_energy_ev="-3.82 / -3.87" e_above_lowest_kcal_mol=84.95
O -1.24395 0.49405 -0.86162
O -3.63822 0.79271 -0.94347
O -0.14885 0.16991 1.31848
O -2.75108 -0.58221 -2.37863
N -2.35802 -0.35636 1.24671
N -1.06049 -1.65325 -0.13485
N 1.87679 -0.03281 -0.63086
N -2.25044 -1.49951 0.53531
N -2.83126 0.11234 -1.43343
C -1.31196 0.37839 1.70214
C 0.81676 -0.65031 -1.53840
C -1.62131 1.52240 2.55746
C 2.72198 1.05397 -1.14064
C 2.64044 -1.01213 0.13609
C -0.51996 -0.61794 -0.92580
H 3.20062 -1.72311 -0.39246
H 3.39809 -0.45316 0.72833
H 0.91700 -0.10783 -2.49516
H -0.74572 2.14295 2.39104
H -2.48162 2.14664 2.22070
H -3.35348 -0.08093 1.38815
H 1.22478 -1.58869 -1.81763
H 1.23617 0.39310 0.10943
H -1.78074 1.39719 3.67073
H 2.34777 1.47971 -2.06321
H 3.69493 0.71745 -1.43398
H 1.99639 -1.58768 0.86557
H -0.72714 -2.62045 -0.27316
H 2.75252 1.76558 -0.40683

***

28
Properties=species:S:1:pos:R:3 method="wB97M-V/def2-TZVPD" e_tot_ha=-1038.3201 total_charge=+2 gap_ev=8.3 homo_energy_ev=-15.335 lumo_energy_ev=-7.08 e_above_lowest_kcal_mol=0.00
S 2.65390 -0.53827 -1.44615
O -0.93275 -0.20895 1.47697
N -1.07488 -1.63799 -1.32480
N 0.22400 -1.38616 -1.03448
N 3.52121 3.83673 -1.63819
N 0.78636 1.13654 0.99542
N 2.18736 2.49126 -0.38571
N -1.74029 -2.22291 -0.19118
C 3.33824 2.75726 -0.94404
C -0.16538 0.62824 1.86700
C 1.55759 1.69901 0.30105
C 0.94969 -0.64889 -1.76332
C -0.08814 1.21846 3.21941
C -3.13842 -2.57247 -0.49207
H 4.17547 2.06413 -0.82547
H -1.66725 -1.58304 0.63903
H -0.37410 2.27152 3.17912
H -1.63009 -0.91393 -1.78389
H 4.41660 4.04488 -2.06541
H 2.70237 -1.52838 -0.55996
H 0.92766 1.17534 3.61085
H -0.76773 0.69388 3.88761
H -1.20068 -3.07852 0.02947
H -3.18248 -3.19246 -1.38716
H 2.77050 4.51135 -1.77897
H -3.56553 -3.12563 0.34225
H -3.72822 -1.66993 -0.65031
H 0.61199 -0.05732 -2.61083

***

22
Properties=species:S:1:pos:R:3 method="wB97M-V/def2-TZVPD" e_tot_ha=-366.8358 total_charge=-1 gap_ev=5.8 homo_energy_ev=-2.416 lumo_energy_ev=3.34 e_above_lowest_kcal_mol=104.10
O 3.85307 0.69661 -0.23319
N -3.30178 -0.20641 -0.85999
C -3.89650 0.10181 0.42130
C -1.99154 -0.14745 -0.94041
C 0.47552 -0.33544 -0.06638
C 4.04523 -0.59551 0.06840
C -1.00561 -0.53029 0.02931
C 0.98166 1.10936 0.02261
H 4.41975 -1.23253 -0.78145
H -4.31382 1.11692 0.42967
H 0.83472 -0.69594 -1.02470
H 1.12073 1.45002 1.05197
H 1.97200 1.24323 -0.43737
H 0.99304 -0.91740 0.70554
H 3.15894 -1.12227 0.49808
H -1.35636 0.71598 -0.24282
H -3.25452 -0.02664 1.31209
H -1.43748 -0.86645 0.96665
H 4.90911 -0.79389 0.75009
H -4.75324 -0.53915 0.68340
H 0.23521 1.81649 -0.36840
H -1.68811 -0.24105 -1.98440